# C17H29ClN3O4P2Pd

A molecular structure, C17H29ClN3O4P2Pd (wB97M-V/def2-TZVPD, the OMol25 dataset).

```
57
Properties=species:S:1:pos:R:3:forces:R:3
C 3.151893 -0.116111 -0.465775 0.0 0.0 0.0
N -0.899663 -3.507246 0.076721 0.0 0.0 0.0
C -0.806081 -1.041170 1.468008 0.0 -0.1 0.0
O -4.620023 -0.531931 -2.492315 0.0 0.0 -0.1
H -2.658180 -2.995109 1.105943 0.0 0.0 0.0
H 1.440192 3.730882 4.313331 0.0 0.0 0.0
C -0.425299 -2.337812 -0.492726 0.0 0.0 0.0
H -2.459642 -4.245395 -1.122213 0.0 0.0 0.0
H -2.006716 4.296618 1.330587 0.0 0.0 0.0
H 0.280278 -3.469710 -3.544629 0.0 0.0 0.0
C -2.116428 3.312886 0.864173 0.0 0.0 0.0
H -1.715087 -4.334505 1.786439 0.0 0.0 0.0
C 0.684883 2.768728 1.139085 0.1 0.0 -0.1
O -3.370664 -0.004619 -0.563871 0.0 0.1 0.1
P 2.050392 1.308399 -0.872785 0.2 0.0 0.3
N 0.072196 -2.415009 -1.775454 0.0 -0.1 -0.1
H -1.091228 4.637712 -1.615781 0.0 0.0 0.0
H 0.625114 4.234382 -1.557763 0.0 0.0 0.0
C -0.271689 4.359022 -0.950435 -0.1 0.0 -0.1
H 4.231776 2.507289 -0.802615 0.0 0.0 0.0
C -0.564149 -4.729651 -2.008813 0.0 0.0 0.0
C -0.433351 -3.397569 -2.721380 0.0 0.0 0.0
C -1.454814 -4.534160 -0.798408 0.1 0.0 0.0
C 1.574997 3.287181 3.333809 0.0 0.0 0.0
H 3.568884 2.595976 3.730708 0.0 0.0 0.0
C 3.377201 2.473333 -1.483728 -0.1 -0.1 -0.1
Cl -3.354701 -0.699224 -1.824446 -0.2 -0.1 0.0
H 0.422828 -5.075566 -1.689564 0.0 0.0 0.0
H 3.435956 -0.590353 -1.407420 0.0 0.0 0.0
H 2.961029 3.477859 -1.571411 0.0 0.0 0.0
H -0.132228 -0.357947 1.992801 0.0 0.0 0.0
C 1.890680 2.114488 0.809295 0.0 0.1 0.0
H -0.370510 3.852887 2.661808 0.0 0.0 0.0
H 3.719403 2.159779 -2.472013 0.0 0.0 0.0
O -3.126616 -2.114919 -1.580051 0.0 0.0 0.0
H -1.455020 -2.230840 3.154757 0.0 0.0 0.0
H -0.109836 5.157072 -0.221473 0.0 0.0 0.0
C -1.640035 -3.348767 1.319327 0.0 0.0 0.0
C -0.917474 -2.361618 2.213046 0.0 0.0 0.0
P -0.666601 2.752468 -0.126032 -0.1 0.1 0.3
Pd -0.132592 0.722026 -0.953831 0.3 0.3 -0.5
H -0.996400 -5.480152 -2.673017 0.0 0.0 0.0
C 0.551693 3.351785 2.395688 0.0 0.0 0.0
H -2.327080 2.560327 1.625478 0.0 0.0 0.0
H 3.850140 1.594179 1.513389 0.0 0.0 0.0
H 2.563330 -0.837378 0.102977 0.0 0.0 0.0
C 2.762409 2.653728 3.009144 0.0 0.0 0.0
H 0.151820 -1.473088 -2.147309 0.1 0.0 0.0
H 4.064238 0.142645 0.076711 0.0 0.0 0.0
H 0.078830 -2.750972 2.443341 0.0 0.0 0.0
C 2.913407 2.083542 1.750478 0.0 0.0 0.0
H -1.535141 -5.454049 -0.212541 0.1 0.0 0.0
N -0.316594 -1.206369 0.110783 -0.3 0.0 0.1
O -2.289925 -0.191336 -2.662883 0.2 0.0 0.0
H -2.974671 3.333730 0.190986 0.0 0.0 0.0
H -1.403126 -3.089924 -3.124409 0.0 0.0 0.0
H -1.782013 -0.546445 1.416255 0.0 0.0 0.0
```
Forces are in eV/Å.

Summary:
Spin multiplicity: 1
M (g/mol): 543.257
Energy relative to the best compared isomer or geometry (same formula, charge and spin) (kcal/mol): 0.0
Net charge: -1
Kohn-Sham gap (eV): 5.917
LUMO (eV): 2.90